(1)
# C6H11N2

A gas-phase ion, C6H11N2 (charge +1) (wB97M-V/def2-TZVPD, the Open Molecules 2025 dataset).

Element x y z (Å)
C 1.1849 -1.2474 1.1369
C 0.6511 2.0500 -0.9243
C -0.0301 -0.1804 -0.4282
C 2.0241 -1.9685 2.0943
C -1.2322 -1.0305 -0.5777
C -1.6449 1.4371 -1.0577
N 0.7688 -0.3586 0.5618
N -0.3031 1.1172 -0.7324
H 0.4534 3.0598 -1.2340
H 1.6499 1.9813 -0.5397
H 1.5293 -1.8794 3.1220
H 3.0091 -1.3017 2.1584
H 2.3905 -2.9193 1.7481
H -2.0551 -0.5238 0.0894
H -1.0523 -2.1440 -0.1952
H -1.3987 -0.9112 -1.6152
H -2.0109 0.9855 -1.9247
H -1.5628 2.4838 -1.3444
H -2.3712 1.3501 -0.3374

## Properties
Orbital gap (alpha / beta), eV: 7.0203 / 7.0713
HOMO energy (alpha / beta), eV: -11.3 / -11.4
Max |F|, eV/Å: 6.28
Total charge: +1
Relative energy (zero: lowest compared OMol25 entry of this formula, charge and spin), kcal per mole: 138.2

---

(2)
# C6H11N2

A gas-phase ion, C6H11N2 (charge +1) (wB97M-V/def2-TZVPD, the Open Molecules 2025 dataset).

Element x y z (Å)
C -3.5037 0.4411 0.0389
N -2.1547 0.0868 -0.1582
C -1.0051 -0.0488 0.0040
C 0.4284 -0.4431 -0.1035
N 0.3171 -1.8713 -0.1608
C 1.3669 0.2017 -1.1832
C 2.2682 0.7345 -0.0480
C 1.2248 0.1744 1.0548
H -3.9478 0.5144 -0.9640
H -3.8851 -0.0996 0.8859
H -3.6225 1.4797 0.3883
H 1.0574 -2.3431 -0.6700
H 0.3909 -2.1475 0.7972
H 1.0428 1.1339 -1.7531
H 1.9051 -0.4172 -1.8394
H 3.2703 0.3325 0.3036
H 2.4280 1.8302 0.0829
H 1.7014 -0.5071 1.7860
H 0.7175 0.9485 1.5384

## Properties
Orbital gap, eV: 10.1055
HOMO energy, eV: -14.1
Max |F|, eV/Å: 4.22
Total charge: +1
Relative energy (zero: lowest compared OMol25 entry of this formula, charge and spin), kcal per mole: 84.8
SMILES: C[N+]#CC1(N)CCC1

---

(3)
# C6H11N2

A gas-phase ion, C6H11N2 (charge +1) (wB97M-V/def2-TZVPD, the Open Molecules 2025 dataset).

Element x y z (Å)
C 2.4433 0.6039 0.3812
C 1.3859 -0.1083 0.0697
C 0.9107 -1.2203 0.9266
C 0.7594 0.0622 -1.2298
N -0.4353 0.3128 -1.5391
N -1.3033 0.5086 -0.5499
C -1.3805 1.6181 0.0657
C -2.1528 -0.6579 -0.3617
H 2.8925 0.6703 1.3628
H 3.0247 1.2825 -0.3033
H 0.1843 -1.0014 1.7825
H 1.7623 -1.6674 1.6006
H 0.3071 -1.9811 0.3901
H 1.3522 -0.0085 -2.1999
H -2.0383 1.7170 0.8759
H -0.7429 2.4927 -0.4159
H -1.5365 -1.4043 0.2711
H -2.9869 -0.2466 0.2444
H -2.4459 -0.9722 -1.3710

## Properties
Orbital gap, eV: 9.2744
HOMO energy, eV: -13.9
Max |F|, eV/Å: 3.88
Total charge: +1
Relative energy (zero: lowest compared OMol25 entry of this formula, charge and spin), kcal per mole: 102.1
SMILES: C=C(C)/C=N\[N+](=C)C

---

(4)
# C6H11N2

2 unconnected molecules or ions with the total composition C6H11N2 (wB97M-V/def2-TZVPD, the Open Molecules 2025 dataset).

Element x y z (Å)
C 2.6804 -0.8089 -0.1176
C -1.3653 -1.4414 -0.9052
C -0.4637 -0.3642 -0.9801
C -0.6234 0.5895 1.2119
C 0.6887 1.6414 -0.4970
C 1.8312 -0.7408 0.9375
N 3.4809 -0.7700 -0.9413
N 0.0662 0.3834 -0.0188
H -1.5759 -2.0493 -1.7565
H -1.8124 -1.8782 -0.0488
H -0.2548 -0.2764 -2.0257
H -1.3308 1.3634 0.7301
H -1.2003 -0.2490 1.6543
H 0.0856 0.9742 2.0165
H 1.0553 2.1236 0.4567
H 1.6069 1.4406 -1.1380
H -0.2160 2.2539 -0.8058
H 2.1732 0.1097 1.6003
H 1.1782 -1.4900 1.3478

## Properties
Orbital gap (alpha / beta), eV: 8.3748 / 6.7224
HOMO energy (alpha / beta), eV: -14.3 / -13.6
Max |F|, eV/Å: 5.57
Total charge: +1
Relative energy (zero: lowest compared OMol25 entry of this formula, charge and spin), kcal per mole: 140.1

---

(5)
# C6H11N2

A gas-phase ion, C6H11N2 (charge +1) (wB97M-V/def2-TZVPD, the Open Molecules 2025 dataset).

Element x y z (Å)
C -2.8870 -0.7260 -0.5597
C -1.6138 -0.5940 -0.2108
C -0.9858 -0.5315 1.1436
C -0.6233 -0.4996 -1.3774
C 0.7223 0.0065 -1.2897
N 1.2785 0.5453 -0.2665
C 2.0666 1.2637 0.4355
N 2.9533 0.9405 1.3567
H -3.1851 -0.5126 -1.5647
H -3.5882 -0.8405 0.2436
H -1.6987 -0.5506 1.8795
H -0.4548 0.4451 1.1780
H -0.3024 -1.2262 1.4982
H -1.0425 -0.2293 -2.3641
H -0.4196 -1.4959 -1.7354
H 1.1940 0.0621 -2.2393
H 1.8875 2.3763 0.4027
H 3.2932 0.0251 1.3524
H 3.4056 1.5417 2.1174

## Properties
Orbital gap, eV: 8.8862
HOMO energy, eV: -12.9
Max |F|, eV/Å: 3.17
Total charge: +1
Relative energy (zero: lowest compared OMol25 entry of this formula, charge and spin), kcal per mole: 67.7
SMILES: C=C(C)C/C=N/C=[NH2+]

---

(6)
# C6H11N2

2 unconnected molecules or ions with the total composition C6H11N2 (wB97M-V/def2-TZVPD, the Open Molecules 2025 dataset).

Element x y z (Å)
C 1.9373 -1.3731 0.1065
C 1.0223 -0.5709 -0.5616
C -2.4896 -1.2588 -0.5227
C 3.2215 0.8390 -0.1101
C -1.9586 1.0334 -0.7181
C -0.9167 -0.3245 0.9960
N 2.3232 -0.1950 -0.1756
N -1.7502 -0.2017 -0.0588
H 2.5528 -2.1082 0.5513
H -2.2047 -2.1389 -0.0104
H -3.1810 -1.2422 -1.3622
H 4.2110 0.5383 0.0161
H 3.1243 1.4660 -0.9968
H 3.0149 1.4575 0.7425
H -1.7870 0.8570 -1.8407
H -1.5697 1.8801 -0.2574
H -3.0452 1.3140 -0.8048
H -0.8002 -1.3385 1.3482
H -0.5811 0.5984 1.3011

## Properties
Orbital gap (alpha / beta), eV: 5.8118 / 7.8053
HOMO energy (alpha / beta), eV: -10.8 / -11.8
Max |F|, eV/Å: 4.61
Total charge: +1
Relative energy (zero: lowest compared OMol25 entry of this formula, charge and spin), kcal per mole: 207.3

---

(7)
# C6H11N2

A gas-phase ion, C6H11N2 (charge +1) (wB97M-V/def2-TZVPD, the Open Molecules 2025 dataset).

Element x y z (Å)
C 1.9235 -1.2386 -2.0392
C 0.9755 -1.6409 -1.0084
N 0.1491 -0.8354 -0.2539
C -0.8852 -1.1528 0.6596
C -1.6044 -0.1299 1.0843
N -1.2021 1.1164 0.5894
C -1.0233 2.1301 1.6040
C 0.0965 0.7093 -0.0988
H 1.6234 -1.5080 -3.0791
H 2.8486 -1.9511 -1.9396
H 2.1919 -0.1326 -2.0801
H 0.5691 -2.6432 -0.8288
H -1.2468 -2.1753 0.6477
H -2.2982 -0.0984 1.8179
H -0.0186 2.3064 1.7544
H -1.4973 3.1667 1.2643
H -1.5124 1.8038 2.5088
H 0.0062 1.1431 -1.0733
H 0.9045 1.1304 0.4708

## Properties
Orbital gap (alpha / beta), eV: 7.9844 / 7.9835
HOMO energy (alpha / beta), eV: -12.8 / -12.8
Max |F|, eV/Å: 5.82
Total charge: +1
Relative energy (zero: lowest compared OMol25 entry of this formula, charge and spin), kcal per mole: 79.8
SMILES: C/C=[N+]1/C=CN(C)C1

---

(8)
# C6H11N2O

A gas-phase ion, C6H11N2O (charge +1) (wB97M-V/def2-TZVPD, the Open Molecules 2025 dataset).

Element x y z (Å)
C -2.0654 -0.1425 -0.2929
C -0.5215 -2.2150 0.3836
C 0.6460 -0.3516 -0.3492
C -1.0843 1.0084 -0.4034
C 1.8152 0.3987 -0.7940
C -0.9520 1.9477 0.7166
N -1.6807 -1.4384 -0.0414
N 0.7538 -1.6360 -0.0317
O -3.2315 0.0941 -0.4878
H -0.5158 -2.3150 1.4818
H -0.6219 -3.2169 -0.0503
H -0.9678 1.3932 -1.4091
H 1.8625 1.3619 -0.2856
H 1.6929 0.6213 -1.8569
H 2.7595 -0.1334 -0.6572
H -0.9283 1.4498 1.6823
H -1.8387 2.5916 0.6994
H -0.0907 2.6012 0.5973
H -2.5132 -2.0218 -0.0551
H 1.6133 -2.1708 -0.0486

## Properties
Orbital gap, eV: 9.8593
HOMO energy, eV: -14.0
Max |F|, eV/Å: 4.37
Total charge: +1
Relative energy (zero: lowest compared OMol25 entry of this formula, charge and spin), kcal per mole: 71.7

---

(9)
# C6H11N2O

A molecular structure, C6H11N2O (wB97M-V/def2-TZVPD, the Open Molecules 2025 dataset).

Element x y z (Å)
C 1.1629 0.8573 -0.4858
C 1.5877 -1.3115 0.0291
C -0.4292 -0.3155 -0.0047
C 3.3691 0.4041 0.1873
C -2.1584 1.2235 -0.1936
C -2.7367 -1.1297 0.0098
N 2.0864 -0.1070 -0.0632
N -1.6833 -0.0761 0.0811
O 0.2394 -1.4713 0.1807
H 1.2976 1.8942 -0.0934
H 2.0863 -2.1666 0.2328
H 4.1219 -0.4733 0.2054
H 3.6230 1.0924 -0.5469
H 3.4129 0.8447 1.1965
H -1.4660 1.8003 -0.8256
H -3.0751 1.0608 -0.6072
H -2.4423 1.8585 0.6810
H -2.3378 -2.0949 0.4288
H -3.5703 -0.7346 0.7215
H -3.0880 -1.1553 -1.1335

## Properties
Orbital gap (alpha / beta), eV: 8.3009 / 8.3018
HOMO energy (alpha / beta), eV: -12.0 / -12.0
Max |F|, eV/Å: 6.47
Total charge: +1
Relative energy (zero: lowest compared OMol25 entry of this formula, charge and spin), kcal per mole: 137.2

---

(10)
# C6H11N2O

A gas-phase ion, C6H11N2O (charge +1) (wB97M-V/def2-TZVPD, the Open Molecules 2025 dataset).

Element x y z (Å)
C -1.1413 2.6687 -0.4782
C 0.1874 -2.5412 -0.8180
C -0.7148 1.4163 -0.7265
C -0.8968 -0.7697 0.3997
C 2.4588 -0.1415 -0.0195
C 0.1474 0.5311 0.1659
N -0.5683 -1.8583 -0.1664
N -1.9760 -0.6391 1.1347
O 1.2295 0.1372 -0.6553
H -1.9691 3.0652 -1.0715
H -1.0958 3.3967 0.3328
H 0.9117 -3.2735 -0.3495
H 0.2271 -2.6194 -1.9261
H -1.0584 0.9348 -1.5751
H 3.1630 -0.2745 -0.7472
H 2.4728 -1.0445 0.5383
H 2.6122 0.6171 0.6757
H 0.4898 0.9761 1.0510
H -2.0485 0.0684 1.7564
H -2.6756 -1.4364 1.0399

## Properties
Orbital gap (alpha / beta), eV: 7.1603 / 5.5821
HOMO energy (alpha / beta), eV: -10.8 / -13.8
Max |F|, eV/Å: 8.86
Total charge: +1
Relative energy (zero: lowest compared OMol25 entry of this formula, charge and spin), kcal per mole: 83.7
Multiplicity: 3

---

(11)
# C6H11N2O3

2 unconnected molecules or ions with the total composition C6H11N2O3 (wB97M-V/def2-TZVPD, the Open Molecules 2025 dataset).

Element x y z (Å)
C -1.6689 -1.1008 0.5325
C -1.0061 -0.6325 1.6306
C 0.3035 -1.2321 2.0501
O 0.5545 -1.4352 3.2411
H -2.7521 -0.9713 0.4780
H -1.2978 -1.9913 0.0184
C -1.5517 0.4482 2.5136
N 1.1775 -1.5309 1.0716
C 2.4825 -2.0841 1.3542
H -1.7399 0.0562 3.5238
H -0.8332 1.2741 2.6155
H -2.4932 0.8425 2.1105
H 0.9668 -1.2678 0.1154
H 2.3949 -2.9984 1.9566
H 2.9709 -2.3287 0.4052
H 3.1105 -1.3674 1.9035
C -1.5173 0.5108 -1.6659
H -0.6713 1.0949 -1.3080
H -2.5425 0.8607 -1.5765
N -1.2464 -0.2577 -2.8164
O -2.1894 -0.6763 -3.4748
O -0.0713 -0.4969 -3.0923

## Properties
Orbital gap (alpha / beta), eV: 9.8218 / 7.6287
HOMO energy (alpha / beta), eV: -9.6 / -9.9
Max |F|, eV/Å: 1.95
Relative energy (zero: lowest compared OMol25 entry of this formula, charge and spin), kcal per mole: 22.8
Multiplicity: 2

---

(12)
# C6H11N2O3S

A gas-phase ion, C6H11N2O3S (charge +1) (wB97M-V/def2-TZVPD, the Open Molecules 2025 dataset).

Element x y z (Å)
C -2.1694 -0.4848 0.1347
C 0.4884 1.7941 -0.2911
C -1.3880 1.2152 1.2681
C 1.4249 0.8347 -1.0791
C 1.1024 -1.8477 -0.6803
C -0.6311 0.9730 0.0239
N -1.2023 -0.0053 -0.6304
N -2.8131 -1.5645 -0.1544
O 1.1388 -0.3439 1.4048
O 3.4202 -0.4580 0.1824
O -2.3417 0.1600 1.2271
S 1.7400 -0.5905 0.1322
H 1.0092 2.2543 0.5730
H -0.0604 2.6997 -0.7992
H -0.9403 1.1987 2.2522
H -1.9287 2.2514 1.0896
H 0.8441 0.2053 -1.7503
H 2.3918 1.2646 -1.2057
H 0.9416 -2.6919 -0.1305
H 1.4527 -1.9811 -1.7009
H 3.9465 -0.9997 0.8506
H -2.9549 -1.8128 -1.1412
H -3.4706 -2.0708 0.4244

## Properties
Orbital gap (alpha / beta), eV: 5.7070 / 6.7985
HOMO energy (alpha / beta), eV: -8.9 / -13.8
Max |F|, eV/Å: 5.45
Total charge: +1
Relative energy (zero: lowest compared OMol25 entry of this formula, charge and spin), kcal per mole: 46.5
Multiplicity: 3

---

(13)
# C6H11N2S

A gas-phase ion, C6H11N2S (charge +1) (wB97M-V/def2-TZVPD, the Open Molecules 2025 dataset).

Element x y z (Å)
C -0.9837 0.1614 -1.6745
C -0.8234 -0.3726 -0.1666
C -2.2337 -0.3616 0.5550
C 0.0285 -1.6556 -0.3521
N -0.0737 0.6484 0.4351
N 0.7352 0.7633 1.3074
C 1.8961 1.1066 1.6230
C 2.8272 1.6238 0.6158
S 2.5356 1.9286 -0.9163
H 0.0599 0.5007 -2.0122
H -1.4115 -0.7494 -2.1628
H -1.8142 0.8514 -1.6902
H -2.8807 -0.8130 -0.2402
H -2.2337 -0.9913 1.5040
H -2.6001 0.7013 0.7826
H 0.9165 -1.4005 -0.7955
H 0.3815 -2.2976 0.4937
H -0.4533 -2.5180 -0.9245
H 2.2867 1.1800 2.6866
H 3.8409 1.6937 0.9316

## Properties
Orbital gap (alpha / beta), eV: 7.4549 / 7.4556
HOMO energy (alpha / beta), eV: -13.6 / -13.6
Max |F|, eV/Å: 4.22
Total charge: +1
Relative energy (zero: lowest compared OMol25 entry of this formula, charge and spin), kcal per mole: 128.7
SMILES: CC(C)(C)N=[N+]=CC=S